# 1
88
Properties=species:S:1:pos:R:3 method="wB97M-V/def2-TZVPD" charge=+1 orbital_gap_ha=0.2904 e_tot_ev=-77457.2616 lumo_ev=-4.00 e_above_lowest_kcal_mol=0.0 multiplicity=1
N -0.5191 1.2437 3.9329
C -0.1181 2.6205 4.2750
C 0.4228 2.7807 5.7207
S 1.8865 1.7353 6.1048
C 3.3998 2.4524 5.3410
C 4.1640 1.4981 4.3612
C 3.8026 -0.0084 4.4553
C 2.5617 -0.3698 3.5864
S 2.9458 -1.1211 1.9741
O 1.6564 -1.6525 1.4764
O 3.9461 -2.1908 2.0441
O 3.3893 0.1168 0.9813
H -0.1416 0.9737 3.0385
H -0.2670 0.5931 4.6601
H 0.5612 3.0487 3.5194
H -1.0374 3.2275 4.2344
H -0.4007 2.5846 6.4194
H 0.7207 3.8342 5.8373
H 2.0677 1.9019 7.4520
H 4.0769 2.8066 6.1234
H 3.0590 3.3278 4.7656
H 4.1073 1.8531 3.3231
H 5.2276 1.5749 4.6299
H 3.6961 -0.3774 5.4826
H 4.6632 -0.5604 4.0404
H 2.0364 0.5744 3.3641
H 1.8907 -1.0278 4.1482
H 3.3719 0.9123 1.5219
C 0.3758 -1.1910 -1.8287
C 0.0037 -0.2856 -0.6745
O -0.5356 0.9616 -1.1500
C -1.8173 0.9315 -1.5041
O -2.5437 -0.0215 -1.4483
O -2.1522 2.1453 -1.9436
C -3.4980 2.2427 -2.4151
H 1.0405 -0.6737 -2.5234
H 0.8732 -2.0902 -1.4661
H -0.5072 -1.4907 -2.3935
H 0.8929 -0.0351 -0.1035
H -0.6937 -0.7725 0.0080
H -4.2040 1.8828 -1.6682
H -3.6113 1.6858 -3.3445
H -3.6980 3.2938 -2.6076
C 0.8250 -6.0601 -6.0458
C -0.0001 -4.9458 -6.6559
O -1.3534 -4.9891 -6.1867
C -1.5552 -4.4473 -4.9884
O -0.7231 -3.9316 -4.2938
O -2.8443 -4.5893 -4.6841
C -3.1912 -4.0971 -3.3899
H 0.3457 -7.0260 -6.2130
H 1.8241 -6.0809 -6.4820
H 0.9222 -5.9300 -4.9674
H -0.0505 -5.0716 -7.7367
H 0.4415 -3.9678 -6.4621
H -2.8634 -3.0666 -3.2584
H -2.7602 -4.7343 -2.6178
H -4.2750 -4.1322 -3.3113
C 5.5392 1.4765 -5.7538
C 4.7065 2.5932 -6.3491
O 3.3519 2.5315 -5.8839
C 3.1414 3.0532 -4.6789
O 3.9664 3.5672 -3.9734
O 1.8516 2.8969 -4.3826
C 1.4980 3.3700 -3.0853
H 5.0683 0.5093 -5.9368
H 6.5394 1.4705 -6.1877
H 5.6327 1.5911 -4.6733
H 4.6599 2.4832 -7.4317
H 5.1395 3.5716 -6.1395
H 1.8177 4.4016 -2.9421
H 1.9331 2.7256 -2.3209
H 0.4147 3.3268 -3.0024
C -6.6632 -0.5658 5.8811
C -5.2140 -0.1726 5.6829
O -4.6533 -0.8245 4.5373
C -4.9419 -0.2557 3.3657
O -5.5986 0.7357 3.2059
O -4.3812 -0.9855 2.4046
C -4.6609 -0.5200 1.0809
H -6.7626 -1.6516 5.9169
H -7.0525 -0.1443 6.8084
H -7.2807 -0.2117 5.0556
H -4.6219 -0.4999 6.5377
H -5.1007 0.9095 5.6018
H -4.4132 0.5349 0.9742
H -5.7094 -0.6909 0.8373
H -4.0430 -1.0913 0.3940

---

# 2
26
Properties=species:S:1:pos:R:3 method="wB97M-V/def2-TZVPD" charge=-1 orbital_gap_ha=0.2592 e_tot_ev=-16723.6309 lumo_ev=3.21 e_above_lowest_kcal_mol=49.7 multiplicity=1
C -0.2935 2.9782 -0.8923
C -1.0255 1.9672 0.0742
C 1.2005 2.6970 -1.2518
O 1.4480 2.8215 -2.4795
O 2.0565 2.5708 -0.3537
H -0.8722 3.1143 -1.8248
H -0.2794 3.9629 -0.3640
H -0.2904 1.8719 0.8754
H -1.1413 1.0357 -0.4894
H -1.9881 2.3330 0.4112
C -2.9227 -1.8316 -0.6701
C -1.5637 -1.3589 1.2738
C -1.5955 -1.9055 0.0010
C -0.3409 -1.4404 1.9979
C -0.3991 -2.2022 -0.6537
C 0.8278 -1.7168 1.3796
C 0.8171 -2.0832 -0.0225
O 2.1120 -1.6929 1.9003
H -2.2776 -0.6464 1.6762
H -0.5144 -1.2115 3.0458
H -3.0817 -2.5470 -1.4765
H -3.2154 -0.8186 -1.0104
H -0.3122 -2.7061 -1.6081
H 1.7560 -2.0473 -0.5464
H 2.4817 -0.8079 1.6345
H -3.6306 -1.9648 0.1528

---

# 3
51
Properties=species:S:1:pos:R:3 method="wB97M-V/def2-TZVPD" orbital_gap_ha=0.1824 e_tot_ev=-36951.5210 lumo_ev=-2.50 e_above_lowest_kcal_mol=114.1 multiplicity=1
C -4.6854 0.0593 2.9612
C -3.4953 0.9747 2.8100
O -2.3043 0.1506 2.6948
C -1.1901 0.8631 2.3725
C -0.0546 -0.0506 2.3453
N 1.2197 0.4205 2.4663
O 2.1303 -0.4192 2.7960
O 1.5183 1.6138 2.1958
O -1.2076 2.0616 2.1299
H -5.5949 0.6656 3.0168
H -4.7705 -0.6123 2.0976
H -4.6208 -0.5478 3.8719
H -3.5950 1.5834 1.8994
H -3.3975 1.6369 3.6852
H -0.2155 -1.1084 2.5261
C 4.6349 -4.6371 -1.5923
O 4.6525 -3.5208 -0.6728
C 3.5866 -2.6772 -0.6504
C 3.7383 -1.4592 0.0527
C 2.7292 -0.5284 0.0465
C 1.4888 -0.7719 -0.5982
C 0.4570 0.2254 -0.6246
C -0.9494 -0.0232 -0.8634
C -1.5902 1.2426 -1.1277
C -2.9033 1.3191 -1.5644
C -3.6372 0.1332 -1.6737
C -3.0471 -1.1028 -1.3657
C -1.7087 -1.1874 -0.9584
C -0.5831 2.2817 -1.0528
C 0.6822 1.6523 -0.7611
C 1.8426 2.4159 -0.8579
C 1.7401 3.7903 -1.1084
C 0.4967 4.3934 -1.3652
C -0.6728 3.6236 -1.3854
C 1.3446 -2.0032 -1.2807
C 2.3607 -2.9420 -1.3125
H 5.6304 -5.0715 -1.4974
H 3.8712 -5.3732 -1.3048
H 4.4642 -4.3023 -2.6254
H 4.6722 -1.2644 0.5744
H 2.9128 0.4214 0.5320
H -3.3206 2.2921 -1.8231
H -4.6735 0.1658 -2.0061
H -3.6295 -2.0221 -1.4611
H -1.2482 -2.1440 -0.7212
H 2.8152 1.9448 -0.7518
H 2.6466 4.3982 -1.1232
H 0.4392 5.4622 -1.5648
H -1.6479 4.0322 -1.6483
H 0.4402 -2.1857 -1.8588
H 2.2286 -3.8694 -1.8728

---

Question: Look up the multiplicity of the third one.
Answer: 1